Record 1
The following is a quantum chemistry calculation of a cluster of 8 separate species, C42H61N4O14P in total, from the Open Molecules 2025 dataset.

CARTESIAN COORDINATES (ANGSTROEM)
C: -5.33 -0.44 -0.78
C: -4.01 -0.28 -1.01
C: -2.96 0.03 0.04
C: -2.28 -1.21 0.60
C: -2.41 -2.52 0.03
C: -1.74 -3.58 0.58
P: -1.95 -5.26 -0.17
N: -1.61 -5.31 -1.71
C: -0.89 -3.41 1.72
N: -0.21 -4.51 2.20
C: 0.55 -4.24 3.23
N: 1.36 -5.30 3.79
C: 2.47 -5.47 2.79
C: 3.44 -4.24 2.97
C: 3.32 -3.18 1.83
C: 0.63 -2.93 3.83
N: 0.00 -1.86 3.42
C: -0.77 -2.14 2.31
C: -1.49 -1.06 1.72
H: -5.83 0.31 -0.14
H: -5.89 -1.26 -1.24
H: -3.67 -0.35 -2.06
H: -2.17 0.65 -0.43
H: -3.36 0.64 0.86
H: -3.04 -2.66 -0.86
H: -3.28 -5.65 0.13
H: -1.11 -6.15 0.54
H: -2.46 -5.63 -2.17
H: 0.78 -6.13 3.65
H: 2.09 -5.47 1.75
H: 3.07 -6.37 3.01
H: 3.24 -3.82 3.97
H: 4.47 -4.62 2.96
H: 2.87 -3.59 0.91
H: 2.68 -2.33 2.13
H: 4.33 -2.82 1.60
H: 1.28 -2.82 4.71
H: -1.39 -0.05 2.19
O: -1.26 -1.39 -6.60
C: -0.95 -2.36 -5.98
C: -0.03 -3.47 -6.45
C: -0.32 -4.58 -5.44
C: -0.71 -3.80 -4.20
O: -1.35 -2.60 -4.71
H: 1.00 -3.13 -6.39
H: -0.28 -3.77 -7.47
H: 0.52 -5.26 -5.28
H: -1.17 -5.18 -5.79
H: 0.15 -3.51 -3.60
H: -1.41 -4.35 -3.57
O: 6.60 -0.64 2.88
C: 5.69 -0.03 2.39
C: 5.44 1.46 2.50
C: 3.99 1.57 2.04
C: 3.86 0.40 1.09
O: 4.75 -0.61 1.61
H: 6.12 1.98 1.82
H: 5.58 1.81 3.52
H: 3.75 2.53 1.58
H: 3.33 1.43 2.90
H: 4.18 0.65 0.08
H: 2.84 0.01 1.06
O: -3.99 -3.62 -3.04
C: -4.41 -4.41 -3.84
C: -5.40 -4.12 -4.95
C: -5.85 -5.52 -5.35
C: -4.63 -6.36 -5.01
O: -4.03 -5.71 -3.88
H: -4.87 -3.62 -5.76
H: -6.22 -3.52 -4.60
H: -6.15 -5.61 -6.39
H: -6.69 -5.83 -4.73
H: -3.90 -6.39 -5.82
H: -4.89 -7.39 -4.74
O: -2.35 1.80 2.56
C: -2.63 2.91 2.19
C: -2.35 4.20 2.92
C: -3.25 5.19 2.20
C: -3.32 4.60 0.81
O: -3.22 3.17 1.00
H: -1.29 4.45 2.80
H: -2.61 4.11 3.98
H: -2.88 6.22 2.21
H: -4.24 5.19 2.66
H: -2.48 4.92 0.19
H: -4.25 4.84 0.30
O: -1.54 6.68 0.14
C: -0.36 6.79 0.01
C: 0.64 5.66 -0.12
C: 1.96 6.36 0.15
C: 1.68 7.77 -0.34
O: 0.28 7.98 -0.08
H: 0.59 5.26 -1.14
H: 0.44 4.88 0.61
H: 2.82 5.90 -0.35
H: 2.16 6.37 1.22
H: 1.85 7.89 -1.41
H: 2.26 8.52 0.20
O: 0.59 5.12 3.42
C: 0.58 5.20 4.62
C: -0.30 6.10 5.45
C: 0.40 6.07 6.81
C: 1.05 4.70 6.80
O: 1.36 4.44 5.42
H: -1.30 5.68 5.50
H: -0.33 7.11 5.04
H: -0.27 6.23 7.65
H: 1.17 6.84 6.84
H: 0.37 3.91 7.15
H: 1.96 4.66 7.39
O: 4.16 2.63 -1.57
C: 4.06 1.98 -2.57
C: 4.27 0.48 -2.69
C: 4.42 0.30 -4.20
C: 3.58 1.45 -4.74
O: 3.71 2.50 -3.76
H: 3.39 -0.03 -2.30
H: 5.17 0.17 -2.16
H: 4.10 -0.67 -4.56
H: 5.46 0.44 -4.48
H: 2.52 1.18 -4.83
H: 3.93 1.80 -5.70

The charge is 0. For the molecular weight, the calculation gives 876.938 g mol⁻¹. For the HOMO energy, the calculation gives -7.85 eV.


Record 2
The following is a quantum chemistry calculation of a structure of composition C2H4I2N2O, from the Open Molecules 2025 dataset.

CARTESIAN COORDINATES (ANGSTROEM)
C: -1.69 0.18 0.22
C: -0.57 -0.79 0.51
N: 1.61 0.94 -1.15
N: 0.53 -0.64 -0.05
O: 2.50 0.21 -1.44
I: 2.01 -2.13 -0.07
I: 1.90 2.47 0.36
H: -1.27 0.99 -0.28
H: -2.37 -0.24 -0.49
H: -1.88 0.74 1.13
H: -0.78 -1.74 1.25

The charge is 0. For the molecular weight, the calculation gives 325.875 g mol⁻¹. For the HOMO energy (spin up / spin down), the calculation gives -8.73 / -8.73 eV. The energy above the lowest of the compared OMol25 structures with the same formula, charge and spin comes out at 3.148 eV.


Record 3
The following is a quantum chemistry calculation of a structure of composition C39H58N6O4P2Ti, from the Open Molecules 2025 dataset.

CARTESIAN COORDINATES (ANGSTROEM)
Ti: -0.42 -0.12 -0.84
C: -1.66 -3.37 3.03
C: -0.89 -2.50 2.05
C: -0.08 -1.46 2.83
P: -1.88 -1.72 0.70
C: -3.04 -3.01 0.09
C: -3.64 -2.61 -1.26
C: -4.17 -3.53 0.98
C: -2.74 -0.33 1.48
C: -3.94 -0.43 2.19
C: -4.46 0.62 2.92
C: -5.77 0.50 3.65
C: -3.71 1.79 2.97
C: -2.52 1.92 2.27
C: -2.03 0.88 1.47
N: -0.84 1.02 0.72
C: -0.37 2.37 0.51
C: -1.26 3.33 0.02
C: -0.86 4.63 -0.20
C: 0.45 5.03 0.06
C: 0.91 6.44 -0.17
C: 1.33 4.06 0.54
C: 0.96 2.73 0.76
P: 2.17 1.50 1.41
C: 2.77 2.43 2.89
C: 3.96 1.71 3.53
C: 1.61 2.54 3.87
C: 3.55 1.55 0.16
C: 4.40 0.29 0.31
C: 4.44 2.79 0.09
H: -0.99 -3.67 3.83
H: -2.06 -4.28 2.58
H: -2.49 -2.82 3.49
H: -0.19 -3.14 1.49
H: -0.75 -0.86 3.46
H: 0.49 -0.77 2.21
H: 0.61 -1.99 3.48
H: -2.33 -3.83 -0.09
H: -4.31 -1.76 -1.12
H: -4.23 -3.44 -1.65
H: -2.88 -2.34 -1.99
H: -5.09 -2.98 0.76
H: -4.00 -3.47 2.05
H: -4.37 -4.58 0.74
H: -4.47 -1.37 2.20
H: -6.14 -0.53 3.63
H: -6.54 1.14 3.21
H: -5.67 0.78 4.70
H: -4.05 2.63 3.57
H: -1.96 2.84 2.36
H: -2.29 3.05 -0.18
H: -1.57 5.35 -0.58
H: 0.06 7.11 -0.31
H: 1.55 6.51 -1.05
H: 1.49 6.81 0.68
H: 2.34 4.37 0.79
H: 3.09 3.44 2.60
H: 3.72 0.66 3.72
H: 4.21 2.17 4.48
H: 4.85 1.73 2.90
H: 1.27 1.54 4.17
H: 0.76 3.07 3.45
H: 1.92 3.07 4.78
H: 2.99 1.46 -0.77
H: 5.06 0.33 1.18
H: 5.03 0.16 -0.57
H: 3.79 -0.61 0.41
H: 4.83 3.07 1.08
H: 3.94 3.65 -0.34
H: 5.31 2.58 -0.54
O: -0.81 -1.77 -2.77
C: -0.27 -2.28 -4.01
C: 0.24 -3.70 -3.83
C: 1.22 -3.89 -2.66
C: 2.57 -3.25 -2.80
C: 3.74 -4.00 -2.77
C: 4.96 -3.35 -2.82
C: 4.98 -1.96 -2.90
C: 3.77 -1.30 -2.94
N: 2.59 -1.91 -2.90
H: -1.29 -0.95 -2.97
H: 0.52 -1.61 -4.35
H: -1.07 -2.28 -4.76
H: 0.71 -4.00 -4.77
H: -0.61 -4.36 -3.68
H: 1.36 -4.97 -2.50
H: 0.74 -3.50 -1.76
H: 3.69 -5.07 -2.68
H: 5.89 -3.91 -2.79
H: 5.91 -1.41 -2.92
H: 3.74 -0.21 -3.01
N: 1.02 -1.43 -0.29
C: 1.79 -2.19 0.15
N: 2.55 -3.11 0.55
C: 3.44 -3.01 1.53
N: 4.22 -3.01 2.38
C: -3.65 0.30 -3.39
C: -2.87 1.17 -2.43
C: -2.22 2.33 -3.15
O: -1.87 0.41 -1.76
H: -4.44 0.89 -3.85
H: -4.10 -0.56 -2.90
H: -3.00 -0.06 -4.20
H: -3.54 1.55 -1.65
H: -1.62 1.98 -4.00
H: -1.57 2.91 -2.50
H: -2.99 3.00 -3.54
O: 1.45 2.26 -3.26
N: 0.76 1.33 -3.11
O: 0.85 0.84 -1.81

The charge is 0. For the molecular weight, the calculation gives 784.746 g mol⁻¹. For the HOMO energy, the calculation gives -7.64 eV.


Record 4
The following is a quantum chemistry calculation of a cluster of 2 separate species, C16H17N in total, from the Open Molecules 2025 dataset.

CARTESIAN COORDINATES (ANGSTROEM)
C: 3.84 -1.50 2.98
C: 0.38 -2.67 2.32
C: 1.51 -1.97 1.92
C: 2.50 -2.15 2.97
C: 1.93 -2.93 3.91
C: -0.69 -2.21 0.27
C: -0.78 -2.74 1.54
C: 0.45 -1.53 -0.17
C: 1.53 -1.34 0.67
N: 0.59 -3.21 3.59
H: -1.53 -2.32 -0.40
H: -1.70 -3.12 1.96
H: 0.47 -1.16 -1.18
H: 2.41 -0.77 0.38
H: 0.30 -4.17 3.75
H: 2.41 -3.37 4.77
H: 3.99 -0.90 3.88
H: 3.91 -0.74 2.20
H: 4.65 -2.22 2.89
C: -2.21 4.25 -4.10
C: -1.50 0.89 -2.39
C: -1.76 1.87 -3.42
C: -1.34 1.32 -1.07
C: -1.87 3.21 -3.06
C: -1.37 2.66 -0.71
C: -1.68 3.64 -1.74
H: -1.29 -0.14 -2.68
H: -1.74 1.58 -4.46
H: -1.25 0.54 -0.32
H: -1.30 2.97 0.32
H: -1.73 4.05 -5.06
H: -1.89 5.25 -3.78
H: -1.95 4.66 -1.49
H: -3.29 4.29 -4.28

The charge is -1. For the molecular weight, the calculation gives 223.319 g mol⁻¹. For the HOMO energy (spin up / spin down), the calculation gives 0.91 / -3.36 eV. The energy above the lowest of the compared OMol25 structures with the same formula, charge and spin comes out at 0.519 eV. Its spin multiplicity is 2.


Record 5
The following is a quantum chemistry calculation of a cluster of 2 separate species, C4H12 in total, from the Open Molecules 2025 dataset.

CARTESIAN COORDINATES (ANGSTROEM)
C: -2.66 -0.77 1.16
C: -1.55 -0.13 2.09
H: -2.60 -1.95 1.22
H: -3.71 -0.66 1.30
H: -2.44 -0.44 0.03
H: -1.42 0.88 1.86
H: -1.98 0.03 3.03
H: -0.64 -0.74 1.96
C: 2.23 -0.31 -1.71
C: 2.08 1.19 -1.39
H: 3.08 -0.53 -2.29
H: 2.07 -0.80 -0.86
H: 1.37 -0.52 -2.20
H: 1.33 1.45 -0.62
H: 3.18 1.69 -1.30
H: 1.67 1.62 -2.27

The charge is -1. For the molecular weight, the calculation gives 60.140 g mol⁻¹. For the HOMO energy (spin up / spin down), the calculation gives 1.47 / -7.55 eV. The energy above the lowest of the compared OMol25 structures with the same formula, charge and spin comes out at 1.649 eV. Its spin multiplicity is 2.


Record 6
The following is a quantum chemistry calculation of an isolated molecule of C15H22N2O3S, from the Open Molecules 2025 dataset.

CARTESIAN COORDINATES (ANGSTROEM)
N: 0.05 2.27 3.13
S: 0.80 0.96 3.89
O: -0.19 0.28 4.69
O: 1.99 1.45 4.52
C: 1.22 -0.03 2.48
C: 0.42 -1.11 2.14
C: 0.72 -1.82 0.99
C: 1.80 -1.47 0.19
C: 2.06 -2.20 -1.10
C: 2.04 -1.25 -2.31
N: 0.94 -0.32 -2.27
C: -0.34 -0.72 -2.49
O: -0.59 -1.86 -2.81
C: -1.42 0.36 -2.43
C: -1.07 1.66 -1.70
C: -0.90 1.44 -0.20
C: -2.17 0.83 0.40
C: -2.51 -0.48 -0.32
C: -2.69 -0.25 -1.82
C: 2.61 -0.40 0.58
C: 2.32 0.32 1.73
H: -0.94 2.29 3.32
H: 0.49 3.14 3.40
H: -0.41 -1.36 2.77
H: 0.10 -2.66 0.70
H: 3.02 -2.70 -1.06
H: 1.28 -2.95 -1.24
H: 2.96 -0.67 -2.36
H: 1.95 -1.85 -3.21
H: 1.11 0.59 -1.88
H: -1.63 0.59 -3.48
H: -0.19 2.13 -2.13
H: -1.90 2.35 -1.85
H: -0.06 0.76 0.00
H: -0.68 2.38 0.30
H: -2.02 0.64 1.46
H: -3.00 1.53 0.28
H: -1.70 -1.20 -0.16
H: -3.42 -0.90 0.10
H: -2.90 -1.20 -2.31
H: -3.53 0.42 -1.99
H: 3.47 -0.14 -0.02
H: 2.93 1.15 2.05

The charge is 0. For the molecular weight, the calculation gives 310.419 g mol⁻¹. For the HOMO energy, the calculation gives -9.68 eV. The energy above the lowest of the compared OMol25 structures with the same formula, charge and spin comes out at 0.491 eV.


Question: Which of these has the lowest molecular weight?
Answer: C4H12